A 2-piece molecular cluster, CN2O3S overall, computed with ωB97M-V/def2-TZVPD.

Summary:
DFT total energy, eV: -20988.088
E_HOMO (spin up / spin down), eV: -10.33 / -8.06
LUMO level (spin up / spin down), eV: -0.137 / -2.555

Structure (XYZ):
```
7
Properties=species:S:1:pos:R:3:forces:R:3
C -0.7386 0.7811 -0.8031 -0.396 0.877 -0.385
N -0.0611 0.0328 -0.2662 -0.226 0.005 -0.235
N 1.1061 -1.5179 1.0015 1.486 3.193 -5.495
O 0.6043 -2.5105 1.0894 -3.068 -6.545 2.409
O 1.6992 -0.6881 1.5059 2.450 2.485 3.897
O -1.3543 3.2668 -1.2491 0.348 0.716 0.355
S -1.7297 1.9132 -1.6563 -0.594 -0.731 -0.547
```
Positions in Å, forces in eV/Å.

=====

A 2-piece molecular cluster, CN2O4S overall, computed with ωB97M-V/def2-TZVPD.

Summary:
DFT total energy, eV: -23034.824
E_HOMO (spin up / spin down), eV: -11.99 / -8.99
LUMO level (spin up / spin down), eV: -0.316 / -4.368

Structure (XYZ):
```
8
Properties=species:S:1:pos:R:3:forces:R:3
C 1.9792 0.0021 1.1587 0.037 -0.474 -2.047
N 1.9527 0.1839 2.2864 0.085 0.062 0.768
N -2.3400 -0.3017 -0.5846 4.073 -1.300 -2.208
O -2.5781 -1.1496 0.1570 -2.013 -1.216 2.322
O -2.6277 0.7155 -1.0404 -2.144 2.555 -0.090
O 2.2820 1.1529 -1.1418 0.557 -1.046 -0.126
O 0.3411 -0.3610 -0.7842 1.870 -0.736 -0.222
S 1.8073 -0.1507 -0.7027 -2.464 2.156 1.603
```
Positions in Å, forces in eV/Å.

=====

A 2-piece molecular cluster, CN3 overall, computed with ωB97M-V/def2-TZVPD.

Summary:
DFT total energy, eV: -5488.840
E_HOMO (spin up / spin down), eV: -20.61 / -19.01
LUMO level (spin up / spin down), eV: -14.019 / -15.540
Total charge: +1

Structure (XYZ):
```
4
Properties=species:S:1:pos:R:3:forces:R:3
C 1.6465 0.2392 -0.3553 -5.782 5.786 -5.906
N 2.2804 -0.3861 0.2824 5.834 -5.784 5.900
N -2.1981 -0.2484 0.3884 -0.217 -0.917 0.985
N -2.0276 0.4817 -0.3957 0.165 0.915 -0.980
```
Positions in Å, forces in eV/Å.

=====

A 2-piece molecular cluster, CN3O2S overall, computed with ωB97M-V/def2-TZVPD.

Summary:
DFT total energy, eV: -20433.063
E_HOMO (spin up / spin down), eV: -5.01 / -4.99
LUMO level (spin up / spin down), eV: 2.493 / 2.419
Total charge: -1

Structure (XYZ):
```
7
Properties=species:S:1:pos:R:3:forces:R:3
C -1.7076 -0.3006 -1.8889 -0.216 0.334 0.835
N -2.6501 -0.8928 -2.2314 0.715 0.036 -0.188
N 1.2572 -0.1806 0.0753 -1.005 -2.037 -6.354
N 1.2288 0.4312 1.0966 0.538 0.167 4.356
O 2.3136 0.0834 1.6575 1.774 -0.141 0.485
O 0.3956 1.0393 1.6813 -2.282 2.344 0.823
S -0.5837 0.7863 -1.2048 0.475 -0.703 0.044
```
Positions in Å, forces in eV/Å.

=====

Question: Number 4 is which compound?
Answer: CN3O2S

=====

Copy entry 2 word for word.
A 2-piece molecular cluster, CN2O4S overall, computed with ωB97M-V/def2-TZVPD.

Summary:
DFT total energy, eV: -23034.824
E_HOMO (spin up / spin down), eV: -11.99 / -8.99
LUMO level (spin up / spin down), eV: -0.316 / -4.368

Structure (XYZ):
```
8
Properties=species:S:1:pos:R:3:forces:R:3
C 1.9792 0.0021 1.1587 0.037 -0.474 -2.047
N 1.9527 0.1839 2.2864 0.085 0.062 0.768
N -2.3400 -0.3017 -0.5846 4.073 -1.300 -2.208
O -2.5781 -1.1496 0.1570 -2.013 -1.216 2.322
O -2.6277 0.7155 -1.0404 -2.144 2.555 -0.090
O 2.2820 1.1529 -1.1418 0.557 -1.046 -0.126
O 0.3411 -0.3610 -0.7842 1.870 -0.736 -0.222
S 1.8073 -0.1507 -0.7027 -2.464 2.156 1.603
```
Positions in Å, forces in eV/Å.

=====

Question: Look up the DFT total energy of the third one.
Answer: -5488.840 eV

=====

Question: Among the records above, which one has the lowest DFT total energy?
Answer: CN2O4S